Record 1
C4H8O2 in the gas phase. Source: OMol25; level of theory: ωB97M-V with the def2-TZVPD basis set.

Element x y z (Å)
C  -0.0050  -0.7034  1.4066
C  -0.6625  -0.4943  0.0467
O  -1.3532  0.7674  0.0067
C  -0.3356  1.3479  -0.8281
C  0.2461  -0.0418  -1.1194
O  1.6276  -0.2435  -1.0202
H  0.7297  0.0788  1.6353
H  -0.7847  -0.6474  2.1732
H  0.4801  -1.6833  1.5048
H  -1.3328  -1.3333  -0.1797
H  0.3591  1.9874  -0.2669
H  -0.7635  1.9130  -1.6630
H  -0.0955  -0.4247  -2.0874
H  1.7851  -0.6464  -0.1590

Computed properties:
ΔE to the lowest compared entry with this formula, charge and spin (kcal/mol): 44.3
Electronic energy (a.u.): -307.6418
Total charge: 0
Lowest unoccupied orbital energy (eV): 0.90
E_HOMO (Ha): -0.3603
Max |F| (eV/Å): 0.36
Structure (SMILES): C[C@H]1OC[C@H]1O

And the Mulliken charges, in e, turn out to be: number 1, C, carries -1.561; number 2, C, carries 0.403; number 3, O, carries -0.435; number 4, C, carries -0.431; number 5, C, carries 0.024; number 6, O, carries -0.560; number 7, H, carries 0.382; number 8, H, carries 0.337; number 9, H, carries 0.383; number 10, H, carries 0.298; number 11, H, carries 0.244; number 12, H, carries 0.269; number 13, H, carries 0.292; number 14, H, carries 0.356

Record 2
C4H8O2 in the gas phase. Source: OMol25; level of theory: ωB97M-V with the def2-TZVPD basis set.

Element x y z (Å)
C  1.7735  0.7644  0.0269
C  0.8422  -0.3108  0.5133
O  -0.2491  0.0419  1.3536
C  -0.5413  -0.4855  0.0517
C  -1.3273  0.5208  -0.7666
O  -2.3768  0.9925  0.0498
H  1.2418  1.6710  -0.2702
H  2.3251  0.3807  -0.8378
H  2.4969  1.0307  0.8037
H  1.3473  -1.2094  0.8743
H  -0.9650  -1.4911  0.0703
H  -1.7784  0.0499  -1.6470
H  -0.6890  1.3463  -1.1203
H  -1.9671  1.0908  0.9242

Computed properties:
ΔE to the lowest compared entry with this formula, charge and spin (kcal/mol): 46.4
Electronic energy (a.u.): -307.6385
Total charge: 0
Lowest unoccupied orbital energy (eV): 1.05
E_HOMO (Ha): -0.3747
Max |F| (eV/Å): 0.39
Structure (SMILES): C[C@H]1O[C@H]1CO

And the Mulliken charges, in e, turn out to be: number 1, C, carries -1.275; number 2, C, carries 0.232; number 3, O, carries -0.501; number 4, C, carries -0.067; number 5, C, carries -0.435; number 6, O, carries -0.523; number 7, H, carries 0.365; number 8, H, carries 0.289; number 9, H, carries 0.315; number 10, H, carries 0.395; number 11, H, carries 0.378; number 12, H, carries 0.295; number 13, H, carries 0.176; number 14, H, carries 0.357

Record 3
C4H8O2 in the gas phase in a non-equilibrium geometry. Source: OMol25; level of theory: ωB97M-V with the def2-TZVPD basis set.

Element x y z (Å)
C  -0.9683  -1.4340  -0.5893
C  -0.1652  -0.1802  -1.0376
O  0.3555  -0.2330  -2.1071
C  -0.2143  1.0250  -0.2761
C  0.5358  0.7208  0.9913
O  1.7321  0.1120  0.6095
H  -1.9988  -1.5572  -1.1160
H  -1.0584  -1.3453  0.4822
H  -0.2784  -2.2657  -0.5713
H  0.3247  1.7884  -0.9243
H  -1.1578  1.4955  -0.0609
H  0.7851  1.6904  1.4872
H  -0.1120  0.1653  1.6956
H  2.2201  0.0180  1.4167

Computed properties:
ΔE to the lowest compared entry with this formula, charge and spin (kcal/mol): 41.3
Electronic energy (a.u.): -307.6466
Total charge: 0
Lowest unoccupied orbital energy (eV): 0.69
E_HOMO (Ha): -0.3425
Max |F| (eV/Å): 4.63
Structure (SMILES): CC(=O)CCO

And the Mulliken charges, in e, turn out to be: number 1, C, carries -0.905; number 2, C, carries 0.646; number 3, O, carries -0.544; number 4, C, carries -0.635; number 5, C, carries -0.487; number 6, O, carries -0.483; number 7, H, carries 0.267; number 8, H, carries 0.252; number 9, H, carries 0.319; number 10, H, carries 0.285; number 11, H, carries 0.321; number 12, H, carries 0.330; number 13, H, carries 0.321; number 14, H, carries 0.314